{"formula": "C30H34FN6O4RbS", "method": "the ωB97M-V functional and the def2-TZVPD basis", "symbols": ["Rb", "C", "C", "C", "C", "C", "C", "N", "C", "C", "C", "C", "C", "N", "C", "C", "C", "C", "C", "C", "N", "H", "H", "H", "H", "H", "H", "H", "H", "H", "H", "H", "H", "H", "H", "H", "C", "C", "N", "C", "C", "N", "H", "H", "H", "H", "H", "H", "C", "N", "C", "C", "C", "C", "C", "C", "C", "C", "H", "H", "H", "H", "H", "H", "H", "H", "H", "H", "H", "H", "H", "F", "O", "S", "O", "O", "O"], "positions_angstrom": [[11.72772, 9.11112, 9.76427], [9.93917, 10.16550, 13.02964], [10.43795, 8.81862, 13.43830], [9.84701, 8.09036, 14.50078], [10.39795, 6.88377, 14.89355], [11.56283, 6.46238, 14.23856], [12.08101, 7.24798, 13.18802], [11.51110, 8.39321, 12.78739], [13.36779, 6.87504, 12.55802], [14.23979, 5.98168, 13.24904], [15.49544, 5.73691, 12.74187], [15.86082, 6.35858, 11.55992], [14.89978, 7.12846, 10.85230], [13.70842, 7.42687, 11.38371], [15.21087, 7.58016, 9.49534], [16.16196, 6.87306, 8.73919], [16.52292, 7.35961, 7.48756], [15.93181, 8.52794, 7.04733], [15.11639, 9.24484, 7.91004], [14.67711, 10.62820, 7.59780], [14.68740, 8.74715, 9.08343], [9.55235, 10.69174, 13.92587], [9.17291, 10.08260, 12.25330], [10.81885, 10.72796, 12.67492], [8.94103, 8.44513, 14.97538], [9.92850, 6.29468, 15.66502], [12.03643, 5.51908, 14.48856], [13.94428, 5.53994, 14.19776], [16.17582, 5.05896, 13.25348], [16.84836, 6.24087, 11.14514], [16.61222, 5.96005, 9.10986], [17.19016, 6.79839, 6.84821], [16.19428, 8.97078, 6.08054], [15.47272, 11.18198, 7.03216], [14.48821, 11.12238, 8.56038], [13.76359, 10.63360, 7.00561], [11.44921, 13.84284, 8.26081], [12.51658, 13.57682, 9.24831], [12.36382, 12.69147, 10.23566], [13.44045, 12.90912, 11.07045], [14.25272, 13.93093, 10.60039], [13.64516, 14.32546, 9.42056], [11.62756, 13.29257, 7.32827], [11.33876, 14.94468, 8.05013], [10.51759, 13.46304, 8.72233], [13.55695, 12.30342, 11.96885], [15.19349, 14.36105, 10.97738], [13.95407, 15.01509, 8.73577], [6.06982, 8.71013, 10.08014], [7.27227, 8.51721, 9.24007], [7.13123, 7.36758, 8.23757], [7.50309, 9.72790, 8.39237], [7.81217, 10.96983, 9.01530], [7.15311, 12.10986, 8.47374], [7.12816, 13.28400, 9.16133], [7.88220, 13.36913, 10.34229], [8.68242, 12.30553, 10.76631], [8.64767, 11.10682, 10.10448], [5.94951, 7.79561, 10.66741], [5.21245, 8.95433, 9.43576], [6.28446, 9.52005, 10.79429], [8.38225, 8.12308, 10.05744], [6.14150, 7.45126, 7.77520], [7.27704, 6.43959, 8.80186], [7.90736, 7.49916, 7.46605], [6.81969, 9.73266, 7.52269], [8.76513, 9.53475, 7.53296], [6.67490, 11.96652, 7.50066], [6.66203, 14.17767, 8.78891], [7.85182, 14.31840, 10.89409], [9.39909, 12.48834, 11.56767], [9.19010, 7.78947, 10.64242], [10.47608, 10.43181, 5.06332], [10.58342, 10.04196, 6.48054], [10.60242, 11.27794, 7.34861], [11.79986, 9.23588, 6.74619], [9.39894, 9.08716, 6.87742]], "forces_ev_per_angstrom": [[-0.99, 0.61, -0.35], [0.52, 0.06, 1.21], [-0.54, 0.50, 0.43], [0.22, -0.32, -0.37], [0.44, 0.49, -0.84], [-0.09, 0.19, -0.46], [-0.72, -0.11, 0.80], [0.65, -0.81, 0.38], [1.16, -0.55, 0.20], [-0.69, 0.55, -0.21], [0.06, 0.13, -0.20], [-0.68, 0.27, -0.58], [0.15, -0.92, 1.54], [0.02, -0.60, 0.23], [0.85, 0.65, -0.95], [-0.16, 0.17, -0.04], [-0.74, -0.16, 0.09], [0.85, 0.22, -0.34], [-0.76, -0.13, 0.38], [0.55, 0.81, -0.14], [0.87, -0.42, -0.15], [-0.05, -0.20, -0.49], [0.00, 0.28, -0.58], [-0.64, -0.07, -0.24], [0.06, 0.19, -0.08], [0.05, -0.14, 0.15], [-0.19, 0.15, 0.05], [0.06, 0.14, -0.30], [-0.03, 0.23, -0.03], [0.08, -0.08, 0.02], [-0.18, 0.05, -0.03], [0.13, 0.01, 0.02], [-0.15, -0.23, 0.36], [-0.63, -0.44, 0.49], [-0.06, 0.13, -0.38], [-0.29, -0.11, -0.01], [-0.34, 0.64, -0.42], [-0.60, -0.47, 1.12], [1.15, 0.98, -0.24], [0.37, 0.27, -0.21], [0.12, -0.66, 0.42], [-0.11, 0.21, -0.45], [-0.30, 0.10, 0.20], [0.19, -0.95, 0.22], [0.34, 0.11, -0.52], [0.09, 0.30, -0.26], [-0.74, -0.30, -0.35], [-0.13, -0.38, 0.66], [0.96, -0.41, -0.07], [0.30, 0.00, -1.65], [0.22, 1.27, 1.46], [0.43, -1.13, -0.36], [-1.86, 1.03, -0.42], [0.09, -0.95, -0.70], [1.03, 0.43, 0.76], [-0.25, 1.24, 0.36], [-0.50, 0.78, -0.64], [1.27, -1.67, 1.49], [-0.52, -0.14, 0.04], [-0.03, -0.11, 0.29], [-0.09, -0.06, -0.45], [-0.19, 0.60, -0.24], [-0.03, -0.29, -0.05], [-0.26, -0.11, -0.31], [-0.32, -0.14, 0.50], [-0.34, 0.12, 0.51], [-2.23, 0.52, 1.81], [-0.22, 0.30, 0.19], [-0.40, 0.25, -0.20], [0.11, -0.13, -0.03], [-0.03, 0.02, 0.30], [0.24, -0.51, 0.18], [-0.31, -0.75, 0.64], [1.35, 2.19, 0.13], [-0.45, -2.40, -1.01], [0.02, -0.16, 0.02], [2.85, -0.19, -2.28]], "homo_energy_ev": 1.295, "total_charge": -2}